[1]
An isolated molecule of C4H9NO2S in a non-equilibrium geometry, computed with ωB97M-V/def2-TZVPD.

## Properties
* orbital gap: 0.341 Eh
* LUMO energy: 0.212 eV
* calculated total energy: -20712.979 eV
* energy relative to the best compared isomer or geometry (same formula, charge and spin): 47.4 kcal per mole

Structure (ORCA input):
```
! wB97M-V def2-TZVPD RIJCOSX def2/J DEFGRID3
* xyz 0 1
O 1.74125 1.02892 -0.75502
C -1.26252 0.42453 1.84599
C 0.40026 0.81265 -0.60040
H -0.20750 -2.04627 -0.96623
H -2.04337 -0.01636 2.55600
C 0.62654 -1.74998 -0.26795
H -0.29860 0.45354 2.38627
N 0.78440 -2.71434 0.77778
H 1.84065 1.89815 -1.28149
H 0.15467 -2.59022 1.53925
S -0.79911 1.67934 -1.28502
O -1.02238 -0.54597 0.82264
C 0.29547 -0.36780 0.35516
H 0.78432 -3.65655 0.47609
H 1.53340 -1.74853 -0.89016
H -1.54634 1.42318 1.62568
H 0.96835 -0.16604 1.13276
*
```

[2]
The ion C4H9NO2S with charge +1 in a non-equilibrium geometry, computed with ωB97M-V/def2-TZVPD.

## Properties
* orbital gap (spin up / spin down): 0.373 / 0.169 Eh
* LUMO energy (spin up / spin down): -4.051 / -9.511 eV
* calculated total energy: -20705.368 eV
* energy relative to the best compared isomer or geometry (same formula, charge and spin): 10.7 kcal per mole

Structure (ORCA input):
```
! wB97M-V def2-TZVPD RIJCOSX def2/J DEFGRID3
* xyz 1 2
O -1.01107 -1.88408 -1.43969
C -0.43308 -0.87560 -1.70666
N 0.04863 0.15733 -0.96536
H 0.56123 0.84719 -1.48744
H 0.76969 0.40113 2.34509
O -0.17041 -0.54030 -3.02928
C -0.15904 0.43052 0.45319
H -0.58650 1.43661 0.43780
H 1.68184 -0.59457 1.10863
H -1.58897 -0.02300 1.97470
S 2.48809 1.49131 0.92834
H -0.96991 -1.52824 1.10654
C -1.25457 -0.48442 1.04767
H -0.25471 -1.37694 -3.51553
H -2.10162 -0.44660 0.36228
C 1.08795 0.29277 1.31057
H 1.89244 2.69690 1.06917
*
```

[3]
An isolated molecule of C4H9NO2S2 in a non-equilibrium geometry, computed with ωB97M-V/def2-TZVPD.

## Properties
* orbital gap: 0.285 Eh
* LUMO energy: -0.832 eV
* calculated total energy: -31543.456 eV
* energy relative to the best compared isomer or geometry (same formula, charge and spin): 135.0 kcal per mole

Structure (ORCA input):
```
! wB97M-V def2-TZVPD RIJCOSX def2/J DEFGRID3
* xyz 0 1
C 3.44164 -1.23096 -0.30500
H -0.53699 2.67234 1.48062
H 0.03065 3.46497 0.01294
H -1.47255 -0.56575 -1.76209
C 0.25278 2.79753 0.86253
H 2.96026 -0.55776 -1.05396
S 2.15590 -1.29860 0.99803
O -1.20443 0.88346 -0.35808
H 3.76390 -2.13326 -0.81097
C 0.68612 -0.95521 0.30183
N -2.66174 -0.81013 -0.21162
C -1.82995 -0.10068 -0.79130
H 4.32799 -0.78763 0.27846
H 1.11871 3.03979 1.40689
O 1.20029 1.52691 -1.05070
S 0.54019 1.08578 0.13599
H -2.90162 -0.25782 0.68411
H -0.19708 -1.27287 0.93961
*
```

[4]
An isolated molecule of C4H9NO3, computed with ωB97M-V/def2-TZVPD.

## Properties
* orbital gap (spin up / spin down): 0.278 / 0.278 Eh
* LUMO energy (spin up / spin down): -1.268 / -1.267 eV
* calculated total energy: -11921.410 eV
* energy relative to the best compared isomer or geometry (same formula, charge and spin): 141.4 kcal per mole

Structure (ORCA input):
```
! wB97M-V def2-TZVPD RIJCOSX def2/J DEFGRID3
* xyz 0 1
H 2.28303 -0.54716 -0.21632
O -0.75258 -0.87481 1.56745
O -2.66905 -0.08773 0.02366
C 0.56364 0.05691 0.91274
H -0.91240 1.55271 0.24651
H 1.04056 1.59952 -1.35513
N -1.43134 -0.39082 -0.30720
C 0.18344 0.95255 -1.54933
C -0.50077 0.65028 -0.22369
H 1.91622 -1.56386 1.17814
C 1.47493 -1.02458 0.33905
H 0.94519 -1.72015 -0.31062
H -0.49487 1.46730 -2.23162
H 0.53103 0.04038 -2.03182
H -2.68986 0.77723 0.48725
H -0.47346 -1.77891 1.77106
O 0.98631 0.89115 1.69990
*
```

[5]
A cluster of 2 separate species, C4H9NO3 in total, computed with ωB97M-V/def2-TZVPD.

## Properties
* orbital gap: 0.379 Eh
* LUMO energy: 0.458 eV
* calculated total energy: -11925.733 eV
* energy relative to the best compared isomer or geometry (same formula, charge and spin): 41.7 kcal per mole

Structure (ORCA input):
```
! wB97M-V def2-TZVPD RIJCOSX def2/J DEFGRID3
* xyz 0 1
H 0.86141 0.24334 1.73037
H 0.82579 0.56005 -1.19625
O 1.73399 -2.90921 0.59665
H -1.65122 0.81783 -1.01541
H 2.11716 0.16539 0.67691
H 2.28145 -2.94963 -0.19684
C 0.40466 2.26859 -0.00626
C -1.09304 0.32755 -0.21097
H -0.52453 -1.70807 -0.95369
C -1.31518 -1.16244 -0.40717
H 1.33826 -2.02396 0.54402
O -2.30475 -1.72701 -0.02712
H 0.35365 2.52217 1.07656
O 0.44874 3.11026 -0.85573
H -1.56919 0.61997 0.72611
C 0.36564 0.75302 -0.23774
N 1.12033 0.03281 0.77017
*
```

[6]
A cluster of 2 separate species, C4H9NO3 in total in a non-equilibrium geometry, computed with ωB97M-V/def2-TZVPD.

## Properties
* orbital gap: 0.124 Eh
* LUMO energy: -4.462 eV
* calculated total energy: -11917.817 eV
* energy relative to the best compared isomer or geometry (same formula, charge and spin): 224.2 kcal per mole

Structure (ORCA input):
```
! wB97M-V def2-TZVPD RIJCOSX def2/J DEFGRID3
* xyz 0 1
H 1.14355 0.56705 -0.75072
H -1.08723 1.28321 -1.32106
H -1.69999 0.81109 0.31291
O 0.73920 -0.03597 2.82602
H 1.35198 0.51479 3.33528
O -0.64501 0.52948 -3.17027
C -0.86620 1.19549 -0.22837
H 0.46691 -1.85133 1.34023
H -0.88681 0.69500 -4.10463
H -0.33232 -1.19531 -1.41752
N 0.05056 -1.11260 -0.52120
H 2.12086 0.57292 1.45261
O -1.04146 -2.93566 0.55006
C 0.40084 0.29877 -0.07855
C 0.99393 0.55737 1.35032
H -0.52988 2.16562 0.02060
C -0.17892 -2.05988 0.40428
*
```

[7]
A cluster of 2 separate species, C4H9NO3 in total, computed with ωB97M-V/def2-TZVPD.

## Properties
* orbital gap: 0.398 Eh
* LUMO energy: 0.781 eV
* calculated total energy: -11926.084 eV
* energy relative to the best compared isomer or geometry (same formula, charge and spin): 33.6 kcal per mole

Structure (ORCA input):
```
! wB97M-V def2-TZVPD RIJCOSX def2/J DEFGRID3
* xyz 0 1
O -0.81438 -1.46401 -0.73039
H 2.94988 -0.22012 -1.36315
N -1.53360 1.22295 0.53745
C 1.04169 -0.00488 -0.39971
C 2.10922 -0.85299 -1.10859
H 0.56928 0.67241 -1.11598
C -0.00219 -0.94316 0.18126
H 1.48999 0.25188 1.45173
H -3.50442 0.90935 0.40874
O 1.58374 0.76963 0.63831
H -3.04726 2.47254 1.28042
O -0.01768 -1.24455 1.34858
H -1.45556 -2.05686 -0.30710
H -0.81029 1.85615 0.88238
C -2.71460 1.56488 0.76133
H 1.69728 -1.28851 -2.01028
H 2.45888 -1.64470 -0.45497
*
```

[8]
An isolated molecule of C4H9NO3, computed with ωB97M-V/def2-TZVPD.

## Properties
* orbital gap: 0.374 Eh
* LUMO energy: 0.762 eV
* calculated total energy: -11926.568 eV
* energy relative to the best compared isomer or geometry (same formula, charge and spin): 22.4 kcal per mole

Structure (ORCA input):
```
! wB97M-V def2-TZVPD RIJCOSX def2/J DEFGRID3
* xyz 0 1
C 0.47416 0.59824 0.79746
H 1.33024 2.95805 -0.07554
H -1.03513 2.08132 1.17428
H 1.42616 0.61448 0.25783
C -0.47052 -0.16659 -0.14404
O 1.07699 -2.02503 -0.29615
H -0.86435 -3.36925 0.16897
O -1.07621 -2.42449 0.20748
H 0.54633 2.41110 1.93377
O 0.36647 2.90110 -0.05181
H -1.25396 0.48590 -1.92557
H 0.62350 0.00901 1.70791
C 0.04432 2.03631 1.04903
C -0.03384 -1.62522 -0.09281
H -1.48320 -0.13735 0.26883
N -0.34846 0.28047 -1.52260
H 0.15733 1.16304 -1.57424
*
```